An isolated ion of composition C11H16N3Si and charge +1 in a non-equilibrium geometry, computed with wB97M-V/def2-TZVPD.

ΔE to the lowest compared entry with this formula, charge and spin: 20.2 kJ/mol
LUMO level: -6.8 eV
Net charge: +1
E_HOMO: -11.67 eV

XYZ file:
```
31
Properties=species:S:1:pos:R:3:lowdin_charge:R:1
C -4.561 -0.552 0.721 -0.05
C -3.512 -1.438 0.801 -0.03
C -4.338 0.751 0.613 -0.04
C -2.204 -1.034 0.653 0.00
C -3.067 1.029 0.411 0.22
C -1.930 0.349 0.331 -0.15
C 1.408 -0.411 -1.765 -0.32
C 2.495 -2.760 -0.045 -0.10
C 3.598 -1.341 -1.399 -0.30
C 0.546 1.985 1.417 -0.11
C -0.652 2.018 -1.566 -0.14
N 2.493 -0.902 -2.174 0.04
N 1.063 -0.050 -0.487 -0.05
N 3.272 -1.777 -0.054 -0.06
Si -0.182 1.038 -0.071 0.56
H -5.552 -0.756 1.040 0.14
H -3.853 -2.441 1.169 0.16
H -5.166 1.387 0.402 0.15
H -1.406 -1.725 0.540 0.11
H 1.857 -3.101 -0.940 0.11
H 0.614 -0.079 -2.497 0.13
H 2.191 -3.189 1.016 0.11
H 4.217 -2.144 -1.973 0.14
H 4.381 -0.491 -1.276 0.14
H 1.530 1.720 1.687 0.02
H 0.448 3.003 1.204 0.01
H -0.065 1.819 2.330 0.05
H -1.189 2.822 -1.186 0.02
H 0.156 2.381 -2.080 0.02
H -1.391 1.552 -2.243 0.07
H 1.775 -0.541 0.236 0.14
```

=====

One molecule with the formula C11H16N4O5 in a non-equilibrium geometry, computed with wB97M-V/def2-TZVPD.

ΔE to the lowest compared entry with this formula, charge and spin: 327.7 kJ/mol
LUMO level: 0.7 eV
Net charge: 0
E_HOMO: -9.16 eV
SMILES string: N[C@@H](CCC(=O)O)C(=O)N[C@@H](Cc1c[nH]cn1)C(=O)O

XYZ file:
```
36
Properties=species:S:1:pos:R:3:lowdin_charge:R:1
N -0.723 -3.608 -0.975 0.02
C 0.049 -3.087 0.293 -0.25
C 1.494 -3.061 -0.180 -0.13
C 1.779 -1.978 -1.345 -0.08
C 1.534 -0.512 -1.310 -0.50
O 1.188 0.032 -2.334 0.07
O 1.990 0.187 -0.166 0.04
C -0.311 -1.714 0.869 -0.43
O 0.161 -1.432 1.927 0.11
N -1.010 -0.812 0.065 0.11
C -1.193 0.444 0.567 -0.31
C -0.968 1.517 -0.403 -0.09
C -0.298 2.802 0.123 -0.19
C -0.533 4.087 0.564 -0.03
N 0.736 4.663 0.692 -0.01
C 1.692 3.797 0.370 -0.16
N 1.090 2.637 0.066 0.06
C -2.608 0.715 1.108 -0.37
O -3.020 1.895 1.206 0.06
O -3.341 -0.373 1.491 0.13
H -0.129 -4.220 -1.596 0.08
H -1.575 -4.218 -0.837 0.08
H 0.033 -3.750 1.056 0.10
H 1.804 -4.019 -0.678 0.12
H 2.142 -3.031 0.782 0.15
H 2.794 -2.108 -1.435 0.08
H 1.344 -2.298 -2.358 0.15
H 1.581 1.097 -0.153 0.02
H -1.090 -1.162 -0.916 0.17
H -0.434 0.452 1.315 0.15
H -0.489 1.096 -1.283 0.09
H -2.020 1.702 -0.961 0.18
H -1.297 4.955 0.610 0.15
H 0.967 5.457 1.415 0.20
H 2.785 3.828 0.574 0.14
H -4.123 0.018 1.839 0.10
```

=====

One molecule with the formula C11H16N4O5 in a non-equilibrium geometry, computed with wB97M-V/def2-TZVPD.

ΔE to the lowest compared entry with this formula, charge and spin: 119.7 kJ/mol
LUMO level: 0.5 eV
Net charge: 0
E_HOMO: -9.27 eV
SMILES string: N[C@@H](CCC(=O)O)C(=O)N[C@@H](Cc1c[nH]cn1)C(=O)O

XYZ file:
```
36
Properties=species:S:1:pos:R:3:lowdin_charge:R:1
N -0.260 2.117 0.743 0.06
C -0.583 1.119 -0.280 -0.34
C -2.018 1.330 -0.659 -0.10
C -2.946 1.117 0.630 -0.07
C -3.001 -0.318 0.988 -0.52
O -2.189 -0.935 1.682 0.06
O -4.099 -0.966 0.558 0.10
C 0.446 1.251 -1.418 -0.39
O 0.751 2.365 -1.846 0.04
N 1.055 0.131 -1.935 0.12
C 0.896 -1.267 -1.661 -0.21
C 2.097 -1.894 -0.846 -0.06
C 2.325 -1.000 0.355 -0.29
C 3.132 0.073 0.576 -0.04
N 2.783 0.540 1.842 0.06
C 1.844 -0.283 2.315 -0.19
N 1.521 -1.251 1.480 0.11
C -0.519 -1.726 -1.277 -0.42
O -1.532 -1.526 -1.959 0.09
O -0.732 -2.203 -0.007 0.05
H 0.487 1.952 1.388 0.05
H -0.105 3.030 0.185 0.13
H -0.432 0.190 0.247 0.10
H -2.305 0.699 -1.507 0.12
H -2.070 2.343 -1.027 0.11
H -3.951 1.596 0.488 0.13
H -2.450 1.735 1.441 0.13
H -3.965 -1.923 0.708 0.14
H 1.641 0.379 -2.709 0.15
H 0.999 -1.774 -2.686 0.18
H 2.951 -1.878 -1.511 0.11
H 1.873 -2.917 -0.538 0.12
H 3.785 0.680 -0.068 0.13
H 3.259 1.285 2.337 0.16
H 1.408 -0.185 3.292 0.13
H -0.093 -1.888 0.674 0.06
```

=====

C11H16N4OPdS as an isolated structure, computed with wB97M-V/def2-TZVPD.

LUMO level: -7.8 eV
Net charge: +2
E_HOMO: -15.84 eV

XYZ file:
```
34
Properties=species:S:1:pos:R:3:lowdin_charge:R:1
Pd 0.750 -0.274 -0.712 0.80
C -0.718 -1.995 2.830 0.02
C -0.486 -1.587 1.418 -0.19
N 0.664 -1.519 0.839 -0.06
N 1.854 -1.766 1.483 0.04
C 3.004 -1.410 0.857 -0.73
N 4.146 -1.738 1.428 0.16
S 3.006 -0.578 -0.651 0.74
C -1.617 -1.220 0.518 -0.19
C -2.927 -1.554 0.781 0.04
C -3.894 -1.287 -0.188 0.01
C -3.514 -0.710 -1.381 0.01
C -2.177 -0.380 -1.576 -0.06
N -1.261 -0.617 -0.648 -0.03
H 0.154 -1.837 3.462 0.09
H -1.004 -3.049 2.884 0.12
H -1.533 -1.407 3.250 0.11
H 1.841 -2.235 2.379 0.16
H 4.206 -2.290 2.271 0.14
H 5.014 -1.437 1.010 0.13
H -3.199 -2.031 1.711 0.13
H -4.928 -1.546 -0.008 0.14
H -4.231 -0.506 -2.163 0.13
H -1.838 0.089 -2.491 0.13
C 0.393 4.237 -0.977 0.02
C 0.717 2.839 -1.370 -0.44
C 1.413 2.586 -2.665 0.00
O 0.417 1.910 -0.613 -0.06
H -0.422 4.584 -1.618 0.12
H 1.243 4.891 -1.179 0.11
H 0.093 4.294 0.065 0.10
H 1.302 3.408 -3.369 0.10
H 1.050 1.661 -3.121 0.09
H 2.482 2.472 -2.454 0.11
```

=====

A 2-piece molecular cluster, C11H16NO overall in a non-equilibrium geometry, computed with wB97M-V/def2-TZVPD.

ΔE to the lowest compared entry with this formula, charge and spin: 603.1 kJ/mol
LUMO level: -5.4 eV
Net charge: +1
E_HOMO: -9.87 eV

XYZ file:
```
29
Properties=species:S:1:pos:R:3:lowdin_charge:R:1
C -1.442 -2.181 3.524 -0.01
C -0.353 -2.380 2.691 -0.04
C -2.521 -1.453 3.109 -0.03
C -0.339 -2.047 1.387 0.00
C -2.653 -1.150 1.754 0.10
C -1.416 -1.326 0.895 -0.15
C 1.606 0.056 -1.396 -0.15
C 1.460 1.468 -1.602 -0.57
C 1.179 2.079 -3.001 -0.02
C 1.169 2.338 -0.435 -0.02
C -1.423 -0.891 -0.437 -0.02
N 2.832 0.892 -1.558 0.05
O -2.403 -0.225 -0.945 0.17
H -1.456 -2.513 4.529 0.12
H 0.389 -3.023 3.110 0.12
H -3.326 -1.457 3.755 0.10
H 0.341 -2.285 0.581 0.13
H -3.536 -0.761 1.300 0.11
H 1.541 -0.433 -0.419 0.03
H 1.725 1.471 -3.786 0.10
H 1.644 3.011 -3.031 0.06
H 0.124 2.223 -3.233 0.08
H 0.605 1.737 0.218 0.06
H 0.514 3.137 -0.666 0.08
H 1.998 2.706 0.080 0.07
H -0.681 -1.040 -1.220 0.13
H 3.504 1.066 -0.797 0.17
H 3.256 0.934 -2.539 0.17
H -2.336 0.045 -1.870 0.16
```

=====

A 2-piece molecular cluster, C11H16NO2P overall in a non-equilibrium geometry, computed with wB97M-V/def2-TZVPD.

ΔE to the lowest compared entry with this formula, charge and spin: 493.1 kJ/mol
LUMO level: -0.9 eV
Net charge: 0
E_HOMO: -6.05 eV

XYZ file:
```
31
Properties=species:S:1:pos:R:3:lowdin_charge:R:1
C 3.210 -3.093 -2.135 -0.07
C 3.801 -2.399 -1.057 -0.10
C 1.793 -3.199 -2.164 -0.12
C 3.026 -1.904 0.000 -0.14
C 1.063 -2.747 -1.164 -0.13
C 1.635 -1.988 -0.088 -0.34
C -1.735 3.701 -0.086 -0.12
C -2.318 2.687 0.522 0.07
C -0.369 3.650 -0.442 -0.10
C -2.507 1.087 2.341 0.04
C -2.718 0.334 0.059 -0.05
N -2.583 1.481 0.885 -0.12
O -0.924 -1.554 1.117 -0.55
O 0.737 0.248 1.043 -0.42
P 0.564 -1.480 1.340 0.63
H 3.841 -3.552 -2.831 0.07
H 4.856 -2.184 -0.834 0.10
H 1.262 -3.795 -2.897 0.10
H 3.520 -1.321 0.795 0.09
H 0.016 -2.912 -1.031 0.08
H -2.408 4.562 -0.439 0.15
H 0.009 2.679 -0.026 0.10
H -0.097 3.699 -1.467 0.08
H 0.189 4.579 -0.087 0.12
H -1.473 0.953 2.467 0.06
H -2.813 1.921 3.008 0.11
H -3.082 0.113 2.386 0.13
H -3.670 -0.212 0.185 0.11
H -2.579 0.550 -1.056 0.13
H -1.938 -0.388 0.281 0.03
H 1.692 0.484 1.375 0.06
```

=====

- Among the records above, which one has the highest net charge?
  C11H16N4OPdS

=====

- Among the records above, which one has the highest E_HOMO?
  C11H16NO2P

=====

- E_HOMO of number 5 (C11H16NO)?
  -9.87 eV

=====

What did the sixth record say?
A 2-piece molecular cluster, C11H16NO2P overall in a non-equilibrium geometry, computed with wB97M-V/def2-TZVPD.

ΔE to the lowest compared entry with this formula, charge and spin: 493.1 kJ/mol
LUMO level: -0.9 eV
Net charge: 0
E_HOMO: -6.05 eV

XYZ file:
```
31
Properties=species:S:1:pos:R:3:lowdin_charge:R:1
C 3.210 -3.093 -2.135 -0.07
C 3.801 -2.399 -1.057 -0.10
C 1.793 -3.199 -2.164 -0.12
C 3.026 -1.904 0.000 -0.14
C 1.063 -2.747 -1.164 -0.13
C 1.635 -1.988 -0.088 -0.34
C -1.735 3.701 -0.086 -0.12
C -2.318 2.687 0.522 0.07
C -0.369 3.650 -0.442 -0.10
C -2.507 1.087 2.341 0.04
C -2.718 0.334 0.059 -0.05
N -2.583 1.481 0.885 -0.12
O -0.924 -1.554 1.117 -0.55
O 0.737 0.248 1.043 -0.42
P 0.564 -1.480 1.340 0.63
H 3.841 -3.552 -2.831 0.07
H 4.856 -2.184 -0.834 0.10
H 1.262 -3.795 -2.897 0.10
H 3.520 -1.321 0.795 0.09
H 0.016 -2.912 -1.031 0.08
H -2.408 4.562 -0.439 0.15
H 0.009 2.679 -0.026 0.10
H -0.097 3.699 -1.467 0.08
H 0.189 4.579 -0.087 0.12
H -1.473 0.953 2.467 0.06
H -2.813 1.921 3.008 0.11
H -3.082 0.113 2.386 0.13
H -3.670 -0.212 0.185 0.11
H -2.579 0.550 -1.056 0.13
H -1.938 -0.388 0.281 0.03
H 1.692 0.484 1.375 0.06
```